1.
{
  "formula": "C16H26GeN3O4S3Zn",
  "method": "ωB97M-V/def2-TZVPD",
  "species": ["Zn", "N", "C", "S", "N", "N", "C", "C", "C", "C", "C", "C", "C", "O", "H", "H", "H", "H", "H", "H", "H", "O", "S", "O", "O", "S", "C", "C", "C", "C", "Ge", "C", "C", "C", "C", "H", "H", "H", "H", "H", "H", "H", "H", "H", "H", "H", "H", "H", "H", "H", "H", "H", "H", "H"],
  "xyz": [[0.8370, -0.8201, -1.2184], [1.9221, -2.9183, -4.7780], [1.3534, -2.3773, -3.6437], [2.4423, -2.1371, -2.2897], [0.0751, -2.1437, -3.7206], [-0.4667, -1.6393, -2.5569], [-1.7301, -1.4930, -2.5151], [-2.4649, -1.0372, -1.3452], [-3.8594, -0.9573, -1.4691], [-4.6765, -0.5676, -0.4306], [-4.0830, -0.2343, 0.7935], [-2.7183, -0.3034, 0.9527], [-1.8503, -0.7056, -0.0963], [-0.5778, -0.7533, 0.1425], [2.9147, -2.7907, -4.8594], [1.3793, -2.8026, -5.6193], [-2.3010, -1.7551, -3.4075], [-4.2986, -1.2123, -2.4302], [-5.7508, -0.5202, -0.5562], [-4.7037, 0.0857, 1.6245], [-2.2498, -0.0434, 1.8953], [2.4560, 2.7467, -1.0029], [1.4992, 1.6893, -0.8074], [0.8665, 1.1636, -2.0370], [2.0359, 0.5283, -0.0406], [-0.0381, 2.4950, 0.3552], [4.8909, 3.9702, 3.4540], [4.6952, 2.4719, 3.6724], [3.2246, 2.0686, 3.8108], [2.4232, 2.3409, 2.5335], [0.6236, 1.5807, 2.3260], [-0.6734, 2.5216, 3.5048], [-0.3863, 2.6964, 5.0027], [-0.6012, 1.4446, 5.8567], [0.4873, 0.3805, 5.7116], [5.9517, 4.2237, 3.4002], [4.4448, 4.5439, 4.2721], [4.4259, 4.2934, 2.5203], [5.2324, 2.1647, 4.5752], [5.1332, 1.9237, 2.8331], [2.7912, 2.6157, 4.6532], [3.1815, 1.0037, 4.0593], [2.9905, 1.9968, 1.6638], [2.2553, 3.4107, 2.3908], [0.4372, 0.0726, 2.4051], [-1.6579, 2.0576, 3.3754], [-0.7467, 3.5132, 3.0456], [-1.0543, 3.4751, 5.3843], [0.6339, 3.0651, 5.1507], [-1.5719, 1.0069, 5.6015], [-0.6514, 1.7495, 6.9058], [0.5169, -0.0244, 4.6979], [0.3103, -0.4503, 6.3966], [1.4711, 0.8028, 5.9297]],
  "atomic_forces_ev_per_a": [[-0.022, -0.634, 0.065], [0.005, -0.063, 0.132], [-0.110, -0.005, 0.007], [-0.201, -0.010, -0.129], [0.050, 0.014, -0.030], [0.333, -0.068, -0.253], [-0.319, -0.036, 0.158], [0.048, 0.089, -0.016], [0.004, 0.023, -0.041], [-0.019, 0.022, 0.075], [0.053, -0.027, -0.083], [-0.048, 0.000, -0.025], [0.018, -0.067, -0.047], [-0.094, -0.136, -0.065], [0.031, 0.034, -0.036], [-0.003, 0.022, 0.025], [-0.054, -0.054, 0.025], [0.021, -0.010, 0.044], [0.025, 0.010, -0.015], [0.027, -0.017, -0.021], [-0.016, -0.022, -0.004], [-0.138, -0.107, -0.077], [0.650, 0.271, -0.096], [0.030, 0.307, 0.423], [-0.272, 0.392, -0.125], [-0.056, -0.275, 0.139], [-0.012, -0.064, -0.053], [-0.058, 0.090, 0.046], [-0.009, -0.039, -0.208], [0.059, -0.104, 0.084], [-0.114, 0.559, 0.127], [0.020, 0.020, -0.082], [-0.025, -0.132, -0.079], [0.162, -0.025, -0.073], [-0.100, 0.133, -0.094], [-0.030, 0.016, 0.014], [0.015, -0.007, -0.033], [0.022, 0.007, 0.057], [0.031, -0.016, -0.026], [0.007, -0.020, 0.032], [-0.035, -0.062, 0.065], [-0.028, 0.021, 0.035], [-0.067, 0.033, 0.069], [0.067, 0.043, 0.010], [0.144, -0.067, -0.106], [0.057, 0.003, -0.031], [-0.023, -0.024, 0.032], [0.028, 0.034, 0.001], [-0.015, 0.020, 0.032], [-0.014, 0.027, 0.060], [-0.052, -0.024, 0.019], [0.012, -0.029, 0.069], [0.033, -0.018, -0.024], [-0.017, -0.030, 0.023]],
  "homo_lumo_gap_ev": 7.4,
  "charge": -1,
  "homo_energy_ev": -4.62,
  "e_tot_ha": -6141.50759
}

2.
{
  "formula": "C16H26N2O2S",
  "method": "ωB97M-V/def2-TZVPD",
  "species": ["C", "C", "C", "C", "C", "C", "C", "C", "C", "C", "N", "N", "C", "S", "C", "C", "C", "O", "O", "C", "C", "H", "H", "H", "H", "H", "H", "H", "H", "H", "H", "H", "H", "H", "H", "H", "H", "H", "H", "H", "H", "H", "H", "H", "H", "H", "H"],
  "xyz": [[-0.8742, 3.5744, -4.0341], [-1.5524, 4.1680, -2.8055], [-1.1890, 3.4534, -1.5025], [0.2890, 3.5970, -1.1097], [1.1328, 2.3574, -1.4183], [0.8756, 1.1791, -0.4715], [1.5115, 1.4028, 0.9014], [1.2376, 0.2251, 1.8297], [1.7948, -1.0682, 1.2248], [1.5044, -2.2182, 2.1084], [2.3279, -3.0460, 2.6568], [1.6021, -3.9584, 3.3404], [0.3618, -3.6325, 3.1729], [-1.0394, -4.4462, 3.7792], [-2.3083, -3.5220, 2.8419], [-2.0971, -3.5725, 1.3358], [-1.7876, -4.9292, 0.7744], [-2.1883, -2.5748, 0.6712], [0.2150, -2.5318, 2.4037], [1.1616, -1.3057, -0.1525], [1.4273, -0.1171, -1.0692], [0.2051, 3.6893, -3.9771], [-1.1074, 2.5153, -4.1231], [-1.2206, 4.0766, -4.9349], [-1.2877, 5.2249, -2.7215], [-2.6357, 4.1114, -2.9395], [-1.4455, 2.3972, -1.5987], [-1.8151, 3.8676, -0.7091], [0.3642, 3.8166, -0.0437], [0.7149, 4.4524, -1.6380], [0.9282, 2.0360, -2.4405], [2.1917, 2.6232, -1.3639], [-0.2043, 1.0601, -0.3361], [1.1169, 2.3125, 1.3562], [2.5906, 1.5282, 0.7843], [0.1599, 0.1144, 1.9715], [1.6956, 0.4016, 2.8057], [2.8819, -0.9990, 1.1302], [-3.2502, -4.0108, 3.0935], [-2.3326, -2.4874, 3.1865], [-2.3592, -5.7009, 1.2831], [-0.7298, -5.1461, 0.9239], [-1.9898, -4.9422, -0.2935], [0.0839, -1.4428, -0.0324], [1.5745, -2.2165, -0.5927], [0.9622, -0.3039, -2.0393], [2.5032, -0.0124, -1.2285]],
  "atomic_forces_ev_per_a": [[-0.135, 0.188, 0.126], [-0.010, -0.237, 0.030], [0.025, 0.331, -0.013], [-0.006, -0.196, -0.067], [-0.177, 0.035, 0.224], [0.452, 0.127, -0.246], [-0.414, -0.063, 0.040], [0.325, 0.127, -0.036], [-0.540, -0.011, 0.010], [0.720, -0.166, 0.094], [0.678, 1.116, -0.765], [-1.230, -0.945, 0.668], [0.493, -0.091, 0.031], [-0.468, -0.016, 0.108], [0.369, 0.212, 0.319], [-0.125, -0.209, 0.193], [0.032, 0.056, -0.404], [-0.106, 0.089, -0.128], [0.041, 0.033, 0.060], [0.310, 0.083, -0.133], [-0.385, -0.056, 0.145], [0.154, -0.040, -0.053], [0.021, -0.138, -0.050], [0.037, -0.002, -0.124], [-0.062, 0.052, 0.029], [-0.011, 0.091, -0.004], [-0.084, -0.101, 0.053], [-0.046, -0.098, 0.019], [0.054, 0.082, 0.020], [0.019, 0.104, 0.042], [0.047, -0.012, -0.108], [0.092, -0.064, -0.062], [-0.070, -0.035, 0.017], [0.077, 0.076, 0.014], [0.089, 0.071, -0.035], [-0.037, -0.011, 0.060], [-0.072, -0.027, 0.039], [-0.049, -0.061, 0.055], [-0.010, -0.035, 0.010], [-0.080, -0.100, -0.126], [-0.003, -0.107, 0.050], [0.051, -0.058, 0.050], [-0.035, 0.030, -0.019], [-0.017, -0.057, -0.003], [-0.064, -0.052, 0.024], [0.057, 0.040, -0.075], [0.094, 0.043, -0.079]],
  "relative_energy_kcal_mol": 11.8,
  "homo_lumo_gap_ev": 9.3,
  "charge": 0,
  "homo_energy_ev": -8.87,
  "e_tot_ha": -1283.44529,
  "smiles": "CCCCC[C@H]1CC[C@H](c2nnc(SCC(C)=O)o2)CC1"
}

3.
{
  "formula": "C16H26N2O3S",
  "method": "ωB97M-V/def2-TZVPD",
  "species": ["C", "N", "C", "S", "O", "O", "N", "C", "C", "C", "C", "O", "C", "C", "C", "C", "C", "C", "C", "C", "C", "C", "H", "H", "H", "H", "H", "H", "H", "H", "H", "H", "H", "H", "H", "H", "H", "H", "H", "H", "H", "H", "H", "H", "H", "H", "H", "H"],
  "xyz": [[-5.2037, -1.7032, -0.0027], [-4.3055, -0.7843, 0.6647], [-4.9651, 0.1371, 1.5620], [-3.2868, 0.0334, -0.3941], [-2.7883, -0.9327, -1.3287], [-3.9178, 1.2061, -0.9202], [-2.1435, 0.5164, 0.7167], [-1.2841, -0.5576, 1.1648], [-0.1652, -0.8823, 0.1730], [0.6376, 0.3546, -0.2586], [1.5308, 0.8426, 0.9039], [2.3291, 1.9521, 0.5786], [1.4734, 0.0271, -1.5150], [2.5026, -1.1079, -1.4036], [3.7229, -0.7776, -0.5905], [4.0604, -1.5221, 0.5337], [5.1875, -1.2162, 1.2759], [5.9998, -0.1588, 0.9038], [5.6845, 0.5821, -0.2219], [4.5571, 0.2727, -0.9635], [-0.3384, 1.4774, -0.6620], [-1.4247, 1.7290, 0.3800], [-6.0249, -1.1816, -0.5072], [-4.6215, -2.2493, -0.7401], [-5.6126, -2.3968, 0.7323], [-5.6912, 0.7650, 1.0345], [-4.1992, 0.7722, 1.9989], [-5.4690, -0.4275, 2.3457], [-1.9272, -1.4286, 1.2992], [-0.8739, -0.2687, 2.1374], [0.4947, -1.6214, 0.6304], [-0.6279, -1.3213, -0.7120], [2.1518, 0.0134, 1.2641], [0.9044, 1.1757, 1.7334], [3.0489, 1.6534, 0.0071], [0.7691, -0.2503, -2.3028], [1.9755, 0.9400, -1.8435], [2.8310, -1.3426, -2.4210], [2.0234, -2.0013, -1.0034], [3.4337, -2.3522, 0.8297], [5.4323, -1.8056, 2.1474], [6.8778, 0.0820, 1.4838], [6.3191, 1.4013, -0.5266], [4.3345, 0.8403, -1.8571], [0.2259, 2.3980, -0.8207], [-0.8346, 1.2003, -1.5948], [-2.1631, 2.4295, -0.0110], [-1.0044, 2.1368, 1.3035]],
  "atomic_forces_ev_per_a": [[-0.037, -0.229, -0.341], [0.778, 0.381, -0.571], [-0.160, 0.315, 0.266], [-0.202, -0.212, 0.821], [-0.005, -0.192, 0.024], [0.029, 0.253, 0.082], [-0.848, -0.181, -0.612], [0.291, -0.616, 0.077], [0.043, 0.225, 0.077], [0.122, 0.146, -0.108], [-0.290, -0.358, -0.030], [0.192, 0.339, -0.194], [-0.033, -0.144, 0.249], [-0.122, 0.188, -0.124], [0.048, -0.135, -0.005], [0.045, -0.003, -0.069], [0.026, -0.030, 0.061], [0.085, 0.026, 0.064], [0.063, 0.073, 0.001], [0.019, -0.091, -0.048], [0.026, -0.037, 0.277], [0.103, 0.528, -0.429], [-0.039, -0.036, 0.016], [-0.184, -0.179, -0.007], [0.014, 0.034, -0.012], [-0.049, -0.022, 0.067], [-0.156, 0.078, 0.198], [0.022, -0.011, 0.006], [0.199, -0.063, 0.213], [-0.104, -0.031, -0.008], [0.038, -0.099, -0.001], [0.135, -0.099, 0.033], [-0.158, 0.075, 0.040], [0.022, -0.095, 0.040], [-0.018, 0.020, 0.159], [-0.026, 0.088, -0.043], [-0.017, 0.051, -0.096], [-0.051, -0.098, 0.041], [0.028, -0.078, -0.037], [-0.085, -0.065, 0.016], [0.021, -0.043, 0.075], [0.072, 0.023, 0.049], [0.056, 0.064, -0.024], [-0.041, 0.067, -0.104], [0.000, 0.001, -0.102], [0.054, 0.049, -0.113], [0.190, 0.150, 0.133], [-0.098, -0.028, -0.006]],
  "relative_energy_kcal_mol": 53.4,
  "homo_lumo_gap_ev": 10.0,
  "charge": 0,
  "homo_energy_ev": -9.21,
  "e_tot_ha": -1358.68627,
  "smiles": "CN(C)S(=O)(=O)N1CCC(CO)(CCc2ccccc2)CC1"
}